Density functional theory data (the ωB97M-V functional and the def2-TZVPD basis) for the molecule CH2Cl3OP in a non-equilibrium geometry.

XYZ file:
```
8
Properties=species:S:1:pos:R:3:nbo_charge:R:1
C -1.5534 0.5218 -0.4334 -0.27
O 3.0145 -0.1728 1.5300 -1.00
P 1.9446 -1.0635 1.0929 1.12
Cl -0.0417 0.5336 0.6535 -0.04
Cl -0.9967 0.7792 -2.0647 0.04
Cl -2.2112 -1.0693 -0.2102 0.08
H -2.0283 1.4787 -0.1779 0.26
H 1.8723 -1.0078 -0.3901 -0.18
```

energy relative to the best compared isomer or geometry (same formula, charge and spin)	357.12	kJ/mol
Kohn-Sham gap	8.617	eV
F_max	2.22	eV/Å
E_LUMO	-0.01855	Eh
highest occupied orbital energy	-9.12	eV
electronic energy	-1836.41182	Eh

Density functional theory data (the ωB97M-V functional and the def2-TZVPD basis) for a structure of composition C37H37N4O3P2PdSe in a non-equilibrium geometry.

XYZ file:
```
85
Properties=species:S:1:pos:R:3:lowdin_spin:R:1
Pd 9.9280 13.8297 13.2914 1.50
O 11.6338 15.1689 13.9732 0.05
C 11.5279 15.4781 15.4084 0.00
C 10.1077 15.7039 15.7784 0.01
C 9.7936 16.5982 16.8153 0.00
C 8.4658 16.9684 17.0631 0.00
C 7.4820 16.3575 16.2665 0.00
C 7.8643 15.4280 15.3164 0.00
N 9.1539 15.1325 15.0731 0.08
H 12.3632 14.5649 13.8610 0.00
H 12.1276 16.3153 15.6924 0.00
H 11.9059 14.6143 15.9565 0.00
H 10.5571 16.9934 17.4465 0.00
H 8.2251 17.5969 17.8880 0.00
H 6.4354 16.6165 16.3714 0.00
H 7.1250 14.9159 14.7282 0.00
O 11.6359 13.0076 11.9651 0.09
P 11.6854 13.2093 10.4881 0.01
C 11.1974 14.9571 10.1470 0.00
P 9.4054 15.3644 10.3910 0.01
O 8.8284 14.6717 11.5918 0.10
C 8.4409 14.8010 8.9122 0.01
C 8.4724 15.3268 7.6491 0.00
C 7.7351 14.7127 6.6293 0.00
C 6.9560 13.5888 6.9370 0.00
C 6.8154 13.1385 8.2602 0.00
C 7.6143 13.7248 9.2450 0.00
C 9.4126 17.1487 10.6734 0.00
C 8.4490 17.6280 11.5209 0.00
C 8.4780 18.9698 11.9175 0.00
C 9.5328 19.7762 11.5186 0.00
C 10.5175 19.2519 10.6836 0.00
C 10.4763 17.9373 10.2461 0.00
C 13.3466 13.0485 9.8630 0.00
C 13.6822 11.8062 9.3362 0.00
C 14.9720 11.4837 8.9682 0.00
C 15.9633 12.4039 9.1704 0.00
C 15.6423 13.6421 9.6873 0.00
C 14.3588 13.9692 10.0869 0.00
C 10.6931 12.2553 9.3890 0.00
C 10.7788 12.5919 7.9872 0.00
C 10.0041 11.9709 7.0739 0.00
C 9.1260 10.9330 7.5250 0.00
C 8.9971 10.5621 8.9222 0.00
C 9.7829 11.2623 9.8180 0.00
H 11.4801 15.3506 9.1919 0.00
H 11.8305 15.5476 10.8877 0.00
H 9.0473 16.2057 7.4666 0.00
H 7.8524 15.1022 5.6380 0.00
H 6.4030 13.0924 6.1202 0.00
H 6.1387 12.3316 8.4843 0.00
H 7.6048 13.3660 10.2726 0.00
H 7.7230 16.9263 11.9188 0.00
H 7.6150 19.3117 12.4920 0.00
H 9.5849 20.7786 11.8901 0.00
H 11.3437 19.8855 10.4066 0.00
H 11.1955 17.5219 9.5475 0.00
H 12.9072 11.0694 9.1657 0.00
H 15.1232 10.5302 8.4973 0.00
H 16.9927 12.2494 8.8695 0.00
H 16.4042 14.3615 9.8527 0.00
H 14.1521 14.9544 10.5241 0.00
H 11.4221 13.4165 7.6760 0.00
H 10.0857 12.2566 6.0265 0.00
H 8.5418 10.3684 6.7792 0.00
H 8.3735 9.7422 9.2922 0.00
H 9.7322 11.0547 10.8448 0.00
N 8.4672 11.0084 13.4874 0.12
C 8.9919 12.0140 13.3270 0.17
C 6.5925 10.6990 16.1035 0.01
N 7.2723 9.4158 16.2337 0.05
C 6.5867 8.2006 16.2616 0.14
C 7.5476 7.2157 16.3478 0.12
N 8.7884 7.8285 16.2837 0.06
C 10.0444 7.1205 16.3075 0.02
C 8.6001 9.1911 16.1923 0.10
Se 9.9294 10.4620 16.1433 1.28
H 5.5944 10.6072 16.5115 0.00
H 6.5719 11.0063 15.0572 0.00
H 7.1185 11.4445 16.6533 0.01
H 5.5286 8.1689 16.3149 0.01
H 7.5119 6.1493 16.5272 0.00
H 10.4317 6.9910 15.2801 0.00
H 9.9097 6.1245 16.7866 0.00
H 10.7368 7.6204 16.9282 0.01
```

energy relative to the best compared isomer or geometry (same formula, charge and spin)	0.00	kJ/mol
total charge	+3
spin multiplicity	5
Kohn-Sham gap (spin up / spin down)	6.592 / 1.871	eV
F_max	2.80	eV/Å
E_LUMO (spin up / spin down)	-0.30327 / -0.47666	Eh
highest occupied orbital energy (spin up / spin down)	-14.84 / -14.84	eV
electronic energy	-5087.92346	Eh

Density functional theory data (the ωB97M-V functional and the def2-TZVPD basis) for the molecule C5H9N3 in a non-equilibrium geometry.

XYZ file:
```
17
Properties=species:S:1:pos:R:3:nbo_charge:R:1
N -1.3554 0.9034 1.7500 -0.86
C -0.9730 0.2825 0.5122 -0.06
C -0.0807 -1.0462 0.5465 -0.29
C 0.0786 -1.3007 -0.8794 0.09
N 0.3498 -0.5088 -1.7423 -0.31
N 0.3321 0.8505 -1.4022 -0.42
C 0.4117 0.8946 0.0482 -0.06
C 1.3117 -0.2709 0.7135 -0.44
H -1.4260 1.9038 1.7857 0.39
H -2.0876 0.2699 2.0250 0.37
H -1.6539 0.3135 -0.2478 0.17
H -0.4153 -1.8292 1.2482 0.22
H 0.2394 -2.4923 -1.1974 0.18
H 1.4667 0.7969 -1.6176 0.35
H 0.5354 2.0415 0.3052 0.21
H 2.0501 -0.6968 -0.0068 0.21
H 1.5153 -0.3783 1.8213 0.25
```

energy relative to the best compared isomer or geometry (same formula, charge and spin)	510.54	kJ/mol
Kohn-Sham gap	10.247	eV
F_max	8.73	eV/Å
E_LUMO	0.03829	Eh
highest occupied orbital energy	-9.21	eV
electronic energy	-360.00281	Eh

Density functional theory data (the ωB97M-V functional and the def2-TZVPD basis) for a structure of composition C20H40BiO5PS4SiTe in a non-equilibrium geometry.

XYZ file:
```
73
Properties=species:S:1:pos:R:3:lowdin_spin:R:1
Bi -2.1371 0.4608 0.2962 0.01
C -3.5534 -4.6575 3.3185 0.00
C -3.7228 -4.9589 1.8534 0.00
O -4.4041 -3.8571 1.1773 0.01
P -3.6490 -2.8237 0.1968 0.04
S -4.3431 0.1071 -0.6820 0.55
S -2.0094 -2.1357 1.3652 -0.01
O -3.1135 -3.8378 -0.9663 0.00
C -2.4446 -3.3622 -2.1961 0.00
C -1.6394 -4.4900 -2.7569 0.00
H -3.0336 -5.5392 3.7784 0.00
H -4.5059 -4.5461 3.8513 0.00
H -2.9149 -3.7531 3.4591 0.00
H -4.3272 -5.8563 1.6564 0.00
H -2.7432 -5.1502 1.3665 0.00
H -1.8354 -2.4588 -1.9771 0.00
H -3.2414 -3.0586 -2.8917 0.00
H -0.9137 -4.8425 -1.9980 0.00
H -1.0926 -4.1063 -3.6475 0.00
H -2.2910 -5.3287 -3.0673 0.00
C 0.7109 2.1440 2.6200 0.00
C 1.2366 2.4934 1.2437 0.00
C 0.5859 3.7765 0.7324 0.00
C 2.7805 2.6032 1.2779 0.00
O 0.8314 1.4051 0.3413 0.00
Si 1.1379 1.0738 -1.2406 0.00
S -0.5487 0.1061 -2.0764 0.01
O 1.3233 2.4470 -2.0816 0.00
C 1.9200 2.6958 -3.3975 0.00
C 1.2520 3.9500 -3.9534 0.00
C 3.3990 2.9185 -3.1214 0.00
C 1.7042 1.5441 -4.3842 0.00
O 2.4480 0.1417 -1.3652 0.00
C 2.7484 -1.2415 -0.9987 0.00
C 2.0102 -1.6755 0.2621 0.00
C 2.3701 -2.1323 -2.1860 0.00
C 4.2603 -1.2472 -0.7967 0.00
H 0.9961 2.9498 3.3418 0.00
H 1.1486 1.1981 2.9731 0.00
H -0.4031 2.0689 2.6268 0.00
H 0.8842 4.6303 1.3579 0.00
H -0.5188 3.6790 0.7739 0.00
H 0.8874 3.9629 -0.2963 0.00
H 3.0608 3.3313 2.0636 0.00
H 3.1655 2.9632 0.3130 0.00
H 3.2236 1.6328 1.5064 0.00
H 1.4175 4.7923 -3.2852 0.00
H 0.1549 3.8169 -4.0612 0.00
H 1.7061 4.1726 -4.9217 0.00
H 3.5365 3.7942 -2.4751 0.00
H 3.9338 3.1196 -4.0664 0.00
H 3.8270 2.0554 -2.5982 0.00
H 0.6337 1.4082 -4.5932 0.00
H 2.0098 0.5528 -3.9268 0.00
H 2.2360 1.6824 -5.3409 0.00
H 0.9114 -1.7478 0.1107 0.00
H 2.2121 -0.9641 1.0937 0.00
H 2.3533 -2.6561 0.6028 0.00
H 1.2765 -2.1376 -2.2942 0.00
H 2.7528 -3.1490 -1.9894 0.00
H 2.8124 -1.7290 -3.1134 0.00
H 4.5258 -0.6434 0.0751 0.00
H 4.7817 -0.8123 -1.6672 0.00
H 4.6162 -2.2806 -0.6200 0.00
Te -4.5704 1.1377 2.0776 0.28
C -3.6270 1.8351 3.8277 0.06
C -3.6728 1.0662 4.9690 0.02
C -3.1840 1.7744 6.0918 0.00
C -2.8220 3.0556 5.7770 0.01
S -2.9818 3.4489 4.1185 0.00
H -3.9917 0.0382 4.9874 0.00
H -3.1001 1.3493 7.0876 0.00
H -2.4466 3.7958 6.4620 0.00
```

energy relative to the best compared isomer or geometry (same formula, charge and spin)	0.00	kJ/mol
total charge	-1
spin multiplicity	2
Kohn-Sham gap (spin up / spin down)	6.677 / 5.038	eV
F_max	2.08	eV/Å
E_LUMO (spin up / spin down)	0.08926 / 0.03943	Eh
highest occupied orbital energy (spin up / spin down)	-4.25 / -3.96	eV
electronic energy	-3868.79091	Eh